No. 1
Computed, not measured: C50H71F15IN3O11S2 as an isolated structure in a non-equilibrium geometry, with the ωB97M-V functional and the def2-TZVPD basis.

Geometry as XYZ:
```
153
Properties=species:S:1:pos:R:3:forces:R:3
C 2.809 -6.700 3.049 0.41 -0.31 0.38
O 2.906 -5.367 3.494 -0.40 0.29 0.20
C 2.248 -4.444 2.640 0.25 -0.19 -0.59
C 3.230 -3.669 1.757 -0.92 -0.70 -0.60
C 2.436 -2.882 0.700 0.74 0.95 0.25
C 2.145 -1.414 1.097 -0.39 -0.41 -1.19
C 1.833 -0.624 -0.201 -0.63 -0.53 0.48
C 0.784 0.479 -0.008 0.06 0.15 -0.92
C -0.157 0.677 -1.228 0.61 0.53 0.38
C 0.549 0.746 -2.600 -0.73 -0.33 -0.46
C 0.029 -0.263 -3.641 0.85 -0.22 -0.38
C 0.163 -1.727 -3.227 -0.36 -0.30 0.48
C -0.716 -2.665 -4.063 -0.54 0.59 0.26
C -2.193 -2.503 -3.577 0.86 -0.23 -0.07
C -2.774 -3.724 -2.894 0.28 0.12 -0.28
C -4.081 -4.084 -3.014 -0.90 -0.16 -0.68
C -5.069 -3.247 -3.811 0.04 -0.04 0.53
C -5.893 -2.401 -2.810 0.48 -0.22 -0.33
C -5.010 -1.362 -2.097 -0.79 0.51 0.20
C -5.200 0.061 -2.687 0.66 -0.87 -0.05
C -5.204 -1.363 -0.557 1.35 0.02 -0.24
C -3.794 -1.352 0.069 -0.01 -1.35 1.31
C -3.768 -0.791 1.485 0.79 0.30 0.01
C -2.576 -0.301 2.005 -0.28 -0.29 0.34
C -1.432 -1.212 2.421 0.66 0.22 -1.68
C -2.326 1.170 2.154 -0.19 -0.21 2.21
C -4.621 -5.276 -2.380 -0.08 0.16 -0.22
I -6.642 -5.857 -2.621 0.31 0.08 -0.05
C -3.863 -6.101 -1.617 -1.11 -0.31 -0.44
N -4.450 -7.279 -1.062 1.04 0.96 1.09
C -4.172 -7.578 0.091 0.22 -0.83 -0.77
S -3.752 -8.161 1.467 -0.30 0.11 0.27
C -2.503 -5.739 -1.443 0.38 0.22 -0.10
N -1.623 -6.408 -0.728 0.34 -0.48 0.58
S -0.230 -5.608 -0.787 -0.52 0.16 -0.44
N -0.678 -4.399 -1.759 0.74 0.23 0.37
C -1.952 -4.558 -2.064 -0.73 -0.42 0.12
H 3.125 -7.336 3.878 -0.01 0.05 -0.01
H 1.784 -6.986 2.792 0.03 0.12 -0.12
H 3.495 -6.905 2.217 -0.21 0.08 -0.14
H 1.601 -5.006 1.955 -0.09 0.06 0.07
H 1.582 -3.781 3.202 0.18 -0.12 0.14
H 3.909 -3.037 2.327 -0.01 0.01 0.03
H 3.805 -4.431 1.221 0.26 0.08 0.24
H 1.489 -3.368 0.445 0.02 -0.09 0.11
H 2.997 -2.835 -0.239 0.12 -0.16 0.09
H 2.998 -0.990 1.627 -0.17 0.06 0.25
H 1.221 -1.400 1.679 0.44 0.17 0.48
H 1.387 -1.363 -0.874 0.07 0.03 -0.10
H 2.751 -0.293 -0.689 -0.03 0.17 0.08
H 0.141 0.212 0.834 0.26 0.30 0.11
H 1.264 1.444 0.161 -0.04 -0.33 0.21
H -0.965 -0.060 -1.189 0.09 -0.10 -0.24
H -0.618 1.657 -1.072 -0.30 -0.16 0.02
H 1.632 0.623 -2.548 -0.02 0.04 0.31
H 0.357 1.733 -3.023 0.27 0.05 0.06
H 0.640 -0.136 -4.544 -0.17 0.13 -0.05
H -0.992 -0.037 -3.963 -0.08 0.00 0.30
H 1.200 -2.072 -3.187 0.07 0.23 -0.22
H -0.205 -1.815 -2.200 0.17 -0.15 0.01
H -0.429 -3.708 -3.970 0.26 0.07 -0.16
H -0.665 -2.368 -5.114 0.07 -0.16 -0.02
H -2.777 -2.175 -4.430 -0.30 -0.12 0.17
H -2.207 -1.685 -2.847 0.03 0.04 -0.15
H -4.569 -2.596 -4.523 0.02 0.01 0.05
H -5.710 -3.910 -4.392 -0.07 0.06 0.05
H -6.291 -3.078 -2.057 -0.28 0.01 -0.11
H -6.724 -1.956 -3.363 -0.07 0.13 0.26
H -3.960 -1.605 -2.246 -0.34 -0.24 -0.14
H -5.940 0.628 -2.126 -0.08 0.09 -0.21
H -4.230 0.565 -2.669 -0.19 0.35 0.13
H -5.475 -0.042 -3.739 -0.15 0.28 0.03
H -5.708 -2.267 -0.215 -0.35 0.23 0.05
H -5.699 -0.446 -0.234 -0.36 -0.25 0.10
H -3.159 -0.701 -0.535 0.05 -0.03 0.06
H -3.350 -2.362 0.056 -0.09 -0.02 -0.50
H -4.648 -0.783 2.130 -0.62 1.59 -0.94
H -0.733 -0.651 3.044 0.00 0.02 -0.06
H -0.851 -1.582 1.561 -0.01 -0.22 0.22
H -1.783 -2.060 3.002 -0.18 -0.03 -0.14
H -1.868 1.566 1.242 -0.32 -0.15 -0.20
H -3.233 1.731 2.406 -0.03 0.07 -0.35
H -1.588 1.348 2.949 -0.06 0.23 -0.03
C 3.568 6.740 -1.155 -0.30 -0.14 0.03
C 4.405 6.129 -0.052 0.15 0.38 -0.36
O 3.566 5.586 0.990 -0.05 -0.10 0.25
C 3.072 4.379 0.767 0.42 0.29 -0.36
O 3.249 3.707 -0.207 -0.21 -0.18 0.17
C 2.247 3.921 1.980 -0.50 -0.14 0.64
F 1.442 4.888 2.437 0.07 0.07 -0.20
F 3.045 3.562 2.998 0.18 0.01 -0.20
F 1.486 2.872 1.673 0.16 0.24 0.05
H 2.883 7.484 -0.746 0.10 0.08 0.01
H 4.207 7.217 -1.897 0.04 0.00 0.03
H 2.963 5.982 -1.654 0.09 -0.04 -0.04
H 5.016 6.894 0.420 -0.12 -0.07 0.25
H 5.073 5.365 -0.434 -0.21 -0.25 0.08
C 10.578 2.247 -1.527 -0.14 0.21 -0.23
C 10.049 2.773 -0.210 0.34 -0.54 0.03
O 9.570 4.126 -0.347 -0.11 0.24 0.08
C 8.345 4.262 -0.832 0.26 -0.55 0.14
O 7.611 3.379 -1.166 -0.17 0.26 -0.05
C 7.963 5.750 -0.869 -0.05 0.71 -0.14
F 8.951 6.510 -1.352 0.03 -0.18 -0.03
F 7.681 6.200 0.364 0.00 -0.21 0.03
F 6.886 5.953 -1.632 0.20 -0.17 -0.04
H 11.342 2.916 -1.925 0.08 -0.05 0.08
H 11.011 1.256 -1.393 0.00 0.01 0.04
H 9.785 2.181 -2.270 -0.04 -0.08 0.06
H 10.848 2.814 0.527 -0.04 0.26 0.02
H 9.265 2.133 0.192 -0.16 0.14 -0.09
C 2.236 -3.978 6.348 -0.24 -0.02 0.29
C 2.014 -2.621 5.717 0.59 -0.31 -0.10
O 0.653 -2.179 5.898 -0.23 0.19 -0.07
C 0.369 -1.618 7.064 0.54 -0.17 -0.21
O 1.126 -1.448 7.973 -0.27 0.11 0.10
C -1.100 -1.161 7.071 -0.53 0.07 0.10
F -1.912 -2.098 6.566 0.11 -0.01 -0.02
F -1.250 -0.051 6.328 0.14 -0.03 -0.03
F -1.515 -0.885 8.303 0.17 -0.01 0.00
H 1.515 -4.699 5.963 0.11 -0.01 -0.14
H 3.242 -4.335 6.134 -0.05 0.01 -0.09
H 2.106 -3.933 7.429 0.07 0.09 0.02
H 2.168 -2.680 4.641 -0.20 0.15 0.10
H 2.708 -1.877 6.107 -0.16 0.08 0.16
C 0.715 3.281 -9.343 -0.28 -0.13 0.11
C 1.368 3.901 -8.127 0.33 0.00 -0.52
O 0.408 4.118 -7.076 -0.08 0.08 0.24
C 0.126 3.065 -6.320 0.42 0.02 -0.41
O 0.588 1.968 -6.435 -0.19 -0.03 0.21
C -0.870 3.467 -5.221 -0.56 0.19 0.47
F -1.865 4.223 -5.701 0.11 -0.07 -0.15
F -0.257 4.176 -4.261 0.18 -0.07 -0.13
F -1.416 2.396 -4.648 0.10 -0.03 -0.17
H -0.128 3.888 -9.675 0.08 0.08 -0.04
H 1.433 3.196 -10.158 0.02 0.03 0.02
H 0.330 2.287 -9.117 0.10 -0.03 0.01
H 1.765 4.883 -8.374 -0.16 0.10 0.17
H 2.197 3.295 -7.763 -0.14 -0.10 0.15
C -4.936 1.536 5.167 -0.33 -0.01 -0.07
C -4.427 2.941 5.399 0.44 -0.47 0.09
O -5.344 3.920 4.874 -0.08 0.25 -0.05
C -6.376 4.226 5.648 0.45 -0.37 0.15
O -6.612 3.767 6.726 -0.22 0.18 -0.05
C -7.228 5.313 4.972 -0.40 0.33 -0.26
F -7.425 5.050 3.674 0.08 -0.08 0.06
F -6.619 6.506 5.058 0.10 -0.10 0.06
F -8.420 5.421 5.551 0.11 -0.10 0.10
H -5.147 1.376 4.108 0.12 -0.01 -0.02
H -4.199 0.803 5.495 0.04 0.04 -0.01
H -5.864 1.359 5.712 0.06 0.01 0.09
H -3.490 3.092 4.866 -0.12 0.18 -0.14
H -4.234 3.129 6.455 -0.21 0.10 0.02
```
Forces are in eV/Å.

Properties
Spin multiplicity: 1
Highest occupied orbital energy: -6.810 eV
Electronic energy: -150525.5544 eV
Energy above the lowest of the compared OMol25 structures with the same formula, charge and spin: 0.0 kcal/mol

Löwdin population analysis, charges in e, atoms 1 to 4: atom 1 (C): -0.11, atom 2 (O): -0.20, atom 3 (C): -0.24, atom 4 (C): -0.16


No. 2
Computed, not measured: C50H72FN5O7Y as an isolated structure in a non-equilibrium geometry, with the ωB97M-V functional and the def2-TZVPD basis.

Geometry as XYZ:
```
136
Properties=species:S:1:pos:R:3:forces:R:3
Y 0.165 -0.134 -0.102 -0.77 -1.02 1.66
C 0.687 -0.005 3.269 0.16 0.05 0.00
N -0.492 0.079 2.404 -0.19 0.02 0.43
C -1.389 -1.018 2.780 -0.11 -0.16 0.08
C -1.183 1.357 2.636 -0.06 0.34 -0.22
C -0.540 2.521 1.873 -0.01 -0.29 0.40
N -0.399 2.228 0.439 -0.06 0.68 0.12
C 0.790 2.910 -0.141 0.15 -0.01 0.03
C 2.048 2.786 0.669 0.00 -0.27 -0.20
C 2.652 3.930 1.150 0.05 -0.25 -0.04
C 3.835 3.880 1.873 0.07 -0.04 -0.04
C 4.410 2.629 2.043 -0.09 0.32 0.00
C 3.851 1.446 1.572 -0.49 -0.27 -0.29
C 2.601 1.500 0.902 1.05 1.06 0.68
O 1.936 0.441 0.530 2.39 1.07 0.71
C 4.637 0.156 1.811 0.10 -0.21 0.06
C 4.775 -0.088 3.321 0.04 0.04 -0.21
C 4.015 -1.097 1.190 0.03 0.02 0.08
C 6.033 0.310 1.182 -0.15 -0.02 0.13
C 4.409 5.170 2.437 0.09 0.14 0.09
C 4.701 6.149 1.292 -0.02 -0.11 0.15
C 5.703 4.948 3.221 -0.23 0.00 -0.13
C 3.371 5.784 3.388 0.16 -0.05 -0.08
C -1.561 2.739 -0.313 -0.12 0.08 -0.34
C -2.899 2.196 0.108 0.10 -0.18 -0.11
C -3.874 3.077 0.523 0.19 -0.26 -0.07
C -5.137 2.635 0.905 -0.03 -0.21 -0.01
C -5.398 1.280 0.793 0.04 0.32 0.05
C -4.461 0.343 0.342 0.61 -0.17 -0.16
C -3.179 0.819 0.042 -0.55 0.58 0.00
O -2.139 -0.041 -0.235 -0.65 0.30 0.49
C -4.912 -1.110 0.231 -0.10 -0.24 -0.04
C -6.160 -1.157 -0.667 0.11 0.04 0.11
C -3.888 -2.064 -0.392 0.00 0.04 0.13
C -5.273 -1.629 1.631 0.04 0.07 -0.18
C -6.145 3.648 1.418 -0.14 0.11 0.07
C -6.441 4.660 0.302 0.01 -0.11 0.13
C -5.545 4.373 2.633 -0.08 -0.08 -0.14
C -7.463 3.005 1.851 0.23 0.08 -0.09
H 0.399 0.050 4.329 -0.01 -0.02 -0.07
H 1.385 0.801 3.053 0.05 0.02 0.00
H 1.193 -0.954 3.095 0.06 -0.01 -0.01
H -1.669 -0.953 3.842 -0.01 0.03 -0.07
H -0.896 -1.973 2.601 -0.04 0.05 -0.01
H -2.291 -0.983 2.173 0.01 -0.02 -0.03
H -1.189 1.602 3.710 -0.06 -0.05 -0.07
H -2.221 1.250 2.314 0.10 -0.05 0.12
H 0.455 2.715 2.282 -0.17 0.01 -0.02
H -1.152 3.421 2.033 0.11 -0.02 0.00
H 0.568 3.983 -0.261 0.03 -0.18 -0.11
H 0.948 2.475 -1.141 -0.14 0.17 0.07
H 2.179 4.881 0.951 -0.10 0.12 -0.01
H 5.343 2.570 2.578 0.14 -0.04 0.09
H 3.795 -0.249 3.764 -0.10 -0.02 0.09
H 5.239 0.758 3.819 0.06 0.09 0.11
H 5.387 -0.970 3.506 0.05 -0.11 0.04
H 3.040 -1.318 1.615 -0.03 -0.07 -0.01
H 4.668 -1.952 1.368 0.14 -0.04 0.05
H 3.895 -0.970 0.119 -0.08 -0.04 -0.07
H 6.598 1.113 1.645 0.11 0.12 0.02
H 5.940 0.525 0.119 0.02 0.04 -0.14
H 6.600 -0.613 1.301 0.08 -0.12 0.04
H 5.415 5.713 0.596 0.09 -0.03 -0.09
H 5.120 7.074 1.683 0.04 0.13 0.03
H 3.798 6.393 0.740 -0.10 0.06 -0.09
H 6.478 4.528 2.586 0.14 -0.08 -0.04
H 5.534 4.285 4.067 0.05 -0.12 0.12
H 6.063 5.899 3.608 0.04 0.09 0.04
H 2.448 6.020 2.865 -0.12 0.05 -0.03
H 3.756 6.700 3.831 0.04 0.14 0.06
H 3.139 5.085 4.188 -0.05 -0.05 0.11
H -1.402 2.505 -1.372 0.08 0.06 0.18
H -1.598 3.838 -0.214 0.04 -0.17 0.01
H -3.635 4.128 0.549 0.06 0.17 0.05
H -6.378 0.927 1.059 -0.14 -0.11 0.05
H -5.931 -0.740 -1.645 -0.02 0.03 -0.13
H -6.994 -0.607 -0.243 -0.13 0.08 0.01
H -6.473 -2.190 -0.798 -0.05 -0.12 -0.02
H -3.576 -1.719 -1.374 0.07 -0.03 -0.08
H -4.350 -3.041 -0.516 -0.12 -0.11 0.01
H -3.006 -2.201 0.226 0.06 -0.03 -0.04
H -6.060 -1.034 2.088 -0.10 0.06 0.09
H -4.405 -1.610 2.286 0.07 -0.02 0.10
H -5.620 -2.656 1.557 -0.06 -0.16 0.02
H -5.540 5.177 -0.017 0.09 0.08 -0.05
H -7.153 5.403 0.652 -0.09 0.11 0.03
H -6.865 4.152 -0.561 -0.06 -0.02 -0.12
H -4.643 4.918 2.369 0.12 0.07 -0.01
H -5.296 3.658 3.414 0.04 -0.06 0.11
H -6.261 5.085 3.036 -0.09 0.10 0.05
H -7.951 2.510 1.016 -0.10 -0.12 -0.08
H -8.137 3.773 2.222 -0.07 0.08 0.04
H -7.302 2.286 2.652 -0.04 -0.13 0.09
C 3.003 -6.717 -3.705 0.06 -0.01 0.24
C 3.251 -6.401 -2.234 0.07 -0.40 -0.36
N 2.953 -5.010 -1.944 -0.38 0.01 0.37
C 1.742 -4.707 -1.405 0.03 0.23 0.01
C 1.286 -3.452 -1.176 -0.54 0.55 0.35
C -0.052 -3.273 -0.428 0.49 -1.08 -0.37
O -0.838 -4.203 -0.444 -0.06 -0.06 -0.02
O -0.167 -2.181 0.213 -0.19 -1.04 0.42
C 2.055 -2.315 -1.604 0.01 -0.47 -0.09
O 1.673 -1.139 -1.581 0.45 -0.48 -0.26
C 3.393 -2.658 -2.107 0.15 -0.03 -0.08
C 4.263 -1.609 -2.400 0.24 -0.16 -0.12
C 5.539 -1.867 -2.822 -0.30 0.05 0.02
F 6.355 -0.824 -3.114 -0.06 -0.12 -0.03
C 6.001 -3.180 -2.979 -0.32 0.07 0.12
C 5.129 -4.222 -2.713 -0.01 0.01 0.03
C 3.819 -3.994 -2.260 0.22 0.70 -0.19
N 7.322 -3.494 -3.400 0.04 0.12 -0.07
C 7.449 -3.948 -4.769 0.16 -0.09 0.02
C 8.782 -4.676 -4.927 -0.83 -0.39 -0.33
N 9.879 -3.741 -4.562 0.37 0.08 -0.24
C 9.713 -3.265 -3.162 -0.25 0.48 0.80
C 8.369 -2.551 -3.063 0.23 -0.18 0.07
H 3.216 -7.763 -3.903 0.04 -0.13 -0.08
H 3.625 -6.100 -4.348 0.07 0.04 -0.10
H 1.963 -6.524 -3.954 -0.12 0.01 -0.06
H 4.282 -6.627 -1.951 -0.12 0.02 0.08
H 2.598 -7.017 -1.615 0.12 0.11 0.04
H 1.106 -5.540 -1.138 -0.02 -0.07 0.01
H 3.899 -0.599 -2.295 0.00 0.15 0.03
H 5.508 -5.224 -2.844 0.01 -0.10 0.06
H 7.401 -3.110 -5.488 -0.04 -0.05 -0.01
H 6.632 -4.632 -4.999 0.12 0.00 -0.08
H 8.916 -5.020 -5.953 0.16 0.09 0.07
H 8.824 -5.528 -4.247 0.12 0.10 -0.04
H 9.827 -2.923 -5.184 0.17 -0.21 0.07
H 10.794 -4.183 -4.694 -0.15 0.12 -0.03
H 10.526 -2.586 -2.905 0.04 -0.11 -0.16
H 9.734 -4.131 -2.498 0.07 -0.01 -0.16
H 8.390 -1.671 -3.727 -0.02 -0.03 0.09
H 8.217 -2.201 -2.042 0.14 0.04 -0.09
O -0.549 0.468 -1.887 -0.58 1.45 -2.70
O -1.797 -0.061 -1.701 -1.27 -0.41 -0.90
```
Forces are in eV/Å.

Properties
Spin multiplicity: 1
Highest occupied orbital energy: -8.854 eV
Electronic energy: -78557.9231 eV
Net charge: +1
Energy above the lowest of the compared OMol25 structures with the same formula, charge and spin: 55.1 kcal/mol

Löwdin population analysis, charges in e, atoms 1 to 4: atom 1 (Y): 1.42, atom 2 (C): -0.08, atom 3 (N): -0.29, atom 4 (C): -0.08


no.,M (g/mol),LUMO level (eV),orbital gap (eV)
1,1366.136,-0.717,6.09
2,963.058,-3.229,5.63